One molecule with the formula C2H7N3S at a distorted geometry, computed with the ωB97M-V functional and the def2-TZVPD basis.

Computed properties:
- Structure (SMILES): C/C(=N\S)NN
- HOMO-LUMO gap: 9.325 eV
- E_HOMO: -8.41 eV
- Total energy: -642.78591 Ha
- Energy relative to the best compared isomer or geometry (same formula, charge and spin): 41.9 kcal/mol

Atoms and positions in Å:
C  -0.337  1.298  -0.091
C  -0.227  -0.184  0.000
N  -1.167  -1.035  0.121
S  -2.768  -0.203  -0.030
N  1.017  -0.777  -0.430
N  2.121  -0.210  0.154
H  0.630  1.733  -0.221
H  -0.936  1.550  -0.934
H  -0.956  1.702  0.748
H  -3.507  -1.337  0.093
H  0.849  -1.800  -0.303
H  2.328  -0.271  1.237
H  2.954  -0.465  -0.344

---

C2H7N3S2 as an isolated structure at a distorted geometry, computed with the ωB97M-V functional and the def2-TZVPD basis.

Computed properties:
- Total charge: +2
- HOMO-LUMO gap: 7.997 eV
- E_HOMO: -17.39 eV
- Total energy: -1040.32695 Ha
- Energy relative to the best compared isomer or geometry (same formula, charge and spin): 32.5 kcal/mol

Atoms and positions in Å:
C  0.749  -0.828  1.235
C  -0.660  0.303  -0.268
N  0.488  -0.335  0.044
N  1.958  -1.316  1.500
N  -1.801  -0.029  0.179
S  -0.257  2.630  -3.164
S  -0.849  2.407  -1.311
H  0.131  -1.031  2.108
H  1.259  -0.372  -0.677
H  2.008  -1.763  2.462
H  2.719  -1.211  0.859
H  -1.825  -0.697  0.959
H  -2.670  0.302  -0.216
H  -1.251  1.940  -3.709

---

An isolated ion of composition C2H7N4 and charge +1 at a distorted geometry, computed with the ωB97M-V functional and the def2-TZVPD basis.

Computed properties:
- Structure (SMILES): [H]/N=C1/CN[NH2+]N1
- Total charge: +1
- HOMO-LUMO gap: 10.470 eV
- E_HOMO: -14.55 eV
- Total energy: -299.06491 Ha
- Energy relative to the best compared isomer or geometry (same formula, charge and spin): 98.6 kcal/mol

Atoms and positions in Å:
H  -1.056  0.508  2.791
N  -0.905  1.087  1.971
C  -0.338  0.584  1.008
C  0.015  1.319  -0.325
N  0.506  0.250  -1.181
N  0.643  -0.999  -0.378
N  0.100  -0.710  0.896
H  -0.898  1.783  -0.653
H  0.708  2.017  0.107
H  -0.128  -0.067  -1.933
H  1.562  -1.361  -0.337
H  0.119  -1.726  -0.848
H  -0.434  -1.369  1.459

---

C2H7N4 as an isolated structure at a distorted geometry, computed with the ωB97M-V functional and the def2-TZVPD basis.

Computed properties:
- Total charge: +1
- HOMO-LUMO gap: 10.847 eV
- E_HOMO: -14.15 eV
- Total energy: -298.99660 Ha
- Energy relative to the best compared isomer or geometry (same formula, charge and spin): 141.5 kcal/mol

Atoms and positions in Å:
C  0.409  -2.471  1.509
C  0.232  -1.309  2.056
N  -0.376  -1.312  0.744
N  0.469  0.545  -0.744
N  -0.293  1.512  -0.573
N  -0.125  2.576  -1.279
H  0.625  -3.383  1.156
H  0.211  -0.534  2.692
H  0.061  -0.487  -0.012
H  1.177  0.581  -1.463
H  -1.391  -1.540  0.674
H  0.672  2.618  -1.818
H  -0.725  3.323  -1.015

---

An isolated ion of composition C2H7N4 and charge +1 at a distorted geometry, computed with the ωB97M-V functional and the def2-TZVPD basis.

Computed properties:
- Structure (SMILES): [H]/N=N/C(=[NH2+])CN
- Total charge: +1
- HOMO-LUMO gap: 8.674 eV
- E_HOMO: -13.86 eV
- Total energy: -299.06018 Ha
- Energy relative to the best compared isomer or geometry (same formula, charge and spin): 101.6 kcal/mol

Atoms and positions in Å:
H  -2.651  1.567  1.062
N  -2.072  1.262  0.217
N  -1.475  0.226  0.272
C  -0.352  -0.382  -0.011
N  -0.296  -1.600  -0.454
C  0.884  0.171  0.634
N  1.346  0.801  -0.586
H  0.479  -2.235  -0.284
H  -0.835  -2.154  -1.140
H  0.417  0.976  1.280
H  1.519  -0.566  1.104
H  1.167  1.686  -0.881
H  1.868  0.248  -1.213

---

An isolated ion of composition C2H7N4O and charge +1 at a distorted geometry, computed with the ωB97M-V functional and the def2-TZVPD basis.

Computed properties:
- Structure (SMILES): NC(=O)NNC=[NH2+]
- Total charge: +1
- HOMO-LUMO gap: 11.394 eV
- E_HOMO: -14.81 eV
- Total energy: -374.40351 Ha
- Energy relative to the best compared isomer or geometry (same formula, charge and spin): 28.9 kcal/mol

Atoms and positions in Å:
N  2.877  -0.729  0.001
C  2.071  0.320  0.056
O  2.306  1.466  0.260
N  0.460  -0.238  -0.370
N  -0.350  0.927  -0.028
C  -1.610  0.914  0.325
N  -2.421  -0.092  0.269
H  2.655  -1.674  -0.242
H  3.786  -0.495  0.285
H  0.523  -0.297  -1.444
H  0.134  1.822  0.066
H  -2.147  1.870  0.325
H  -3.268  -0.042  0.736
H  -2.118  -0.997  0.155

---

An isolated ion of composition C2H7N4O and charge +1 at a distorted geometry, computed with the ωB97M-V functional and the def2-TZVPD basis.

Computed properties:
- Structure (SMILES): [H]/N=N\C=C(/N)[NH2+]O
- Total charge: +1
- HOMO-LUMO gap: 8.711 eV
- E_HOMO: -13.26 eV
- Total energy: -374.22563 Ha
- Energy relative to the best compared isomer or geometry (same formula, charge and spin): 140.6 kcal/mol

Atoms and positions in Å:
H  1.364  3.256  0.567
N  1.248  2.698  1.387
N  0.951  1.549  1.326
C  0.673  0.915  0.007
C  0.061  -0.284  -0.021
N  -0.168  -1.045  1.110
N  -0.455  -1.063  -1.308
O  -1.689  -1.717  -1.465
H  0.902  1.576  -0.890
H  0.546  -1.006  1.837
H  -1.005  -0.695  1.657
H  -0.616  -0.501  -2.112
H  0.279  -1.840  -1.503
H  -2.092  -1.843  -0.592

---

C2H7N4O as an isolated structure at a distorted geometry, computed with the ωB97M-V functional and the def2-TZVPD basis.

Computed properties:
- Total charge: +1
- HOMO-LUMO gap (alpha / beta): 9.786 / 9.787 eV
- E_HOMO (alpha / beta): -14.90 / -14.90 eV
- Total energy: -374.20587 Ha
- Energy relative to the best compared isomer or geometry (same formula, charge and spin): 153.0 kcal/mol

Atoms and positions in Å:
C  1.205  0.204  0.055
C  0.666  -1.150  0.547
N  2.411  0.478  0.212
N  0.214  0.596  -0.924
N  -2.008  0.851  0.432
N  -0.880  -0.135  -0.699
O  -0.623  -1.251  -0.124
H  1.347  -1.948  0.320
H  0.553  -1.067  1.663
H  2.914  1.241  -0.312
H  0.027  1.590  -1.309
H  -2.863  0.314  0.442
H  -1.477  0.666  1.253
H  -1.487  -0.388  -1.557

---

C2H7N4S as an isolated structure at a distorted geometry, computed with the ωB97M-V functional and the def2-TZVPD basis.

Computed properties:
- Total charge: +1
- HOMO-LUMO gap (alpha / beta): 6.402 / 6.542 eV
- E_HOMO (alpha / beta): -12.28 / -12.37 eV
- Total energy: -697.18245 Ha
- Energy relative to the best compared isomer or geometry (same formula, charge and spin): 102.6 kcal/mol

Atoms and positions in Å:
C  1.482  0.330  0.950
C  0.831  0.000  -0.265
N  -0.431  0.195  -0.094
N  1.518  -0.399  -1.365
N  -1.254  0.386  -1.035
N  -0.972  -0.390  2.654
S  0.418  0.382  2.959
H  2.382  0.807  0.966
H  2.471  -0.462  -1.134
H  1.164  -1.187  -1.899
H  -2.184  0.460  -0.689
H  -1.208  0.078  -2.063
H  -1.093  -0.984  3.379
H  -1.371  -0.470  1.781

---

One molecule with the formula C2H7N5 at a distorted geometry, computed with the ωB97M-V functional and the def2-TZVPD basis.

Computed properties:
- HOMO-LUMO gap: 8.171 eV
- E_HOMO: -7.64 eV
- Total energy: -354.00463 Ha
- Energy relative to the best compared isomer or geometry (same formula, charge and spin): 117.2 kcal/mol

Atoms and positions in Å:
C  0.498  -1.006  0.122
C  1.445  -0.476  -0.840
N  -1.047  0.608  -0.220
N  -0.733  -0.520  0.348
N  1.751  0.709  -1.248
N  -1.540  -0.993  1.397
N  1.203  1.821  -0.703
H  0.575  -1.843  0.726
H  2.135  -1.098  -1.304
H  -2.041  0.826  -0.196
H  -1.183  -1.746  1.910
H  -2.376  -0.443  1.546
H  0.302  1.668  -0.092
H  1.011  2.492  -1.446

---

One molecule with the formula C2H7N5O at a distorted geometry, computed with the ωB97M-V functional and the def2-TZVPD basis.

Computed properties:
- Structure (SMILES): [H]/N=C(NN)/C(=N/[H])NO
- HOMO-LUMO gap: 9.487 eV
- E_HOMO: -9.23 eV
- Total energy: -429.19226 Ha
- Energy relative to the best compared isomer or geometry (same formula, charge and spin): 145.1 kcal/mol

Atoms and positions in Å:
H  -1.136  -0.429  -2.389
N  -1.558  -1.049  -1.561
C  -0.659  -0.615  -0.670
N  0.503  0.332  -1.247
N  1.637  0.865  -0.542
C  -0.872  -0.750  0.808
N  -1.001  -1.932  1.303
H  -0.724  -1.574  2.302
N  -0.963  0.398  1.455
O  -0.269  1.499  1.018
H  0.959  0.079  -2.193
H  2.660  0.167  -0.631
H  1.768  1.820  -1.014
H  -0.997  0.133  2.481
H  0.651  1.055  0.879

---

C2H7N5O as an isolated structure at a distorted geometry, computed with the ωB97M-V functional and the def2-TZVPD basis.

Computed properties:
- HOMO-LUMO gap: 7.300 eV
- E_HOMO: -8.20 eV
- Total energy: -428.92431 Ha
- Energy relative to the best compared isomer or geometry (same formula, charge and spin): 313.2 kcal/mol

Atoms and positions in Å:
C  -0.664  0.200  -0.008
C  0.375  -0.855  -0.206
H  1.180  1.502  1.122
H  1.390  2.075  -0.604
H  -1.439  2.035  -0.153
H  0.078  -2.192  -0.289
H  3.405  -0.796  -0.209
H  -3.592  -0.844  -0.751
H  -1.325  -2.326  0.155
N  0.732  2.189  0.300
N  -0.503  1.513  -0.411
N  1.714  -0.181  0.053
N  -1.908  -0.068  0.060
N  -2.593  -1.187  0.276
O  2.492  -1.424  0.008

---

A 2-piece molecular cluster, C2H7NO overall at a distorted geometry, computed with the ωB97M-V functional and the def2-TZVPD basis.

Computed properties:
- Structure (SMILES): C=O.CN
- HOMO-LUMO gap: 9.597 eV
- E_HOMO: -8.72 eV
- Total energy: -210.33529 Ha
- Energy relative to the best compared isomer or geometry (same formula, charge and spin): 39.8 kcal/mol

Atoms and positions in Å:
C  -3.270  0.309  -2.020
O  -3.098  0.251  -0.829
H  -3.284  1.266  -2.588
H  -3.565  -0.635  -2.518
C  3.318  -0.219  0.876
N  2.271  -0.199  1.838
H  3.326  0.626  0.166
H  3.302  -1.036  0.127
H  4.325  -0.319  1.274
H  1.486  -0.770  1.600
H  2.415  -0.182  2.818

---

A 2-piece molecular cluster, C2H7NO overall at a distorted geometry, computed with the ωB97M-V functional and the def2-TZVPD basis.

Computed properties:
- Structure (SMILES): C=NC.O
- HOMO-LUMO gap: 10.585 eV
- E_HOMO: -9.71 eV
- Total energy: -210.32239 Ha
- Energy relative to the best compared isomer or geometry (same formula, charge and spin): 47.9 kcal/mol

Atoms and positions in Å:
C  -1.189  1.121  -0.798
N  -1.140  0.747  0.450
C  0.266  0.711  1.122
H  -2.117  0.888  -1.371
H  -0.415  1.758  -1.304
H  0.737  1.745  1.492
H  0.300  -0.055  1.895
H  1.088  0.395  0.325
O  1.210  -2.303  -0.542
H  0.850  -2.714  -1.270
H  0.411  -2.291  0.001

---

One molecule with the formula C2H7NO at a distorted geometry, computed with the ωB97M-V functional and the def2-TZVPD basis.

Computed properties:
- Structure (SMILES): CCON
- HOMO-LUMO gap: 10.836 eV
- E_HOMO: -9.74 eV
- Total energy: -210.26396 Ha
- Energy relative to the best compared isomer or geometry (same formula, charge and spin): 84.6 kcal/mol

Atoms and positions in Å:
C  -0.087  1.758  0.315
C  0.474  0.390  0.432
O  -0.139  -0.360  -0.600
N  -0.172  -1.767  -0.142
H  -1.169  2.055  0.373
H  0.349  2.481  1.149
H  0.193  2.157  -0.645
H  1.723  0.147  0.392
H  0.011  -0.162  1.274
H  -1.272  -2.028  -0.097
H  0.159  -2.296  -1.128

---

A 2-piece molecular cluster, C2H7NO overall, computed with the ωB97M-V functional and the def2-TZVPD basis.

Computed properties:
- Structure (SMILES): C=CO.N
- HOMO-LUMO gap: 9.735 eV
- E_HOMO: -8.83 eV
- Total energy: -210.36087 Ha
- Energy relative to the best compared isomer or geometry (same formula, charge and spin): 23.8 kcal/mol

Atoms and positions in Å:
C  0.978  0.016  -0.261
C  1.442  0.985  0.508
O  2.182  2.017  0.006
H  0.377  -0.780  0.144
H  1.193  -0.013  -1.322
H  1.234  1.003  1.572
H  2.448  2.614  0.712
N  -2.206  -1.487  -0.457
H  -2.955  -1.583  -1.133
H  -2.360  -2.192  0.254
H  -2.333  -0.580  -0.024

---

A 2-piece molecular cluster, C2H7NO overall at a distorted geometry, computed with the ωB97M-V functional and the def2-TZVPD basis.

Computed properties:
- Structure (SMILES): C=NC.O
- HOMO-LUMO gap: 9.429 eV
- E_HOMO: -8.91 eV
- Total energy: -210.26214 Ha
- Energy relative to the best compared isomer or geometry (same formula, charge and spin): 85.7 kcal/mol

Atoms and positions in Å:
C  -0.083  1.530  1.637
N  -0.198  0.908  0.496
C  -1.203  1.536  -0.465
H  0.026  1.300  2.805
H  0.054  2.643  1.404
H  -1.367  2.422  -0.008
H  -0.726  1.725  -1.389
H  -2.157  0.949  -0.469
O  1.323  -3.512  -1.300
H  0.917  -2.727  -1.955
H  1.769  -2.961  -0.490

---

A 2-piece molecular cluster, C2H7NO overall at a distorted geometry, computed with the ωB97M-V functional and the def2-TZVPD basis.

Computed properties:
- Structure (SMILES): C=N.CO
- HOMO-LUMO gap: 10.198 eV
- E_HOMO: -9.27 eV
- Total energy: -210.31454 Ha
- Energy relative to the best compared isomer or geometry (same formula, charge and spin): 52.8 kcal/mol

Atoms and positions in Å:
C  -1.701  -0.130  -1.696
N  -0.546  -0.257  -1.292
H  -2.045  -0.333  -2.708
H  -2.297  0.287  -0.867
H  0.111  -0.810  -1.782
C  0.757  1.154  1.512
O  0.116  -0.020  1.306
H  0.074  2.043  1.519
H  1.585  1.257  0.933
H  1.008  1.358  2.500
H  -0.253  -0.165  0.377

---

A 2-piece molecular cluster, C2H7NO overall at a distorted geometry, computed with the ωB97M-V functional and the def2-TZVPD basis.

Computed properties:
- Structure (SMILES): C=O.CN
- HOMO-LUMO gap: 10.075 eV
- E_HOMO: -8.93 eV
- Total energy: -210.34354 Ha
- Energy relative to the best compared isomer or geometry (same formula, charge and spin): 34.6 kcal/mol

Atoms and positions in Å:
C  -1.493  -2.660  0.448
O  -0.888  -2.092  -0.413
H  -1.226  -2.607  1.521
H  -2.363  -3.300  0.218
C  0.535  2.005  -0.318
N  1.119  0.690  -0.053
H  -0.276  2.171  0.401
H  1.239  2.836  -0.289
H  -0.025  1.948  -1.253
H  1.518  0.290  -0.896
H  1.860  0.717  0.634